# 1
{"formula": "C5H9N3O", "method": "the ωB97M-V functional and the def2-TZVPD basis", "elements": ["C", "C", "C", "C", "N", "O", "N", "C", "N", "H", "H", "H", "H", "H", "H", "H", "H", "H"], "positions_angstrom": [[0.8554, 1.9781, -0.1031], [-0.0293, 0.7515, -0.2754], [-1.2851, 0.8485, 0.1559], [-2.1940, -0.3236, 0.1347], [-1.7779, -1.4491, -0.6147], [-3.2407, -0.1894, 0.8138], [0.6631, -0.3715, -0.8381], [1.6099, -1.0916, -0.2957], [2.0120, -1.1284, 1.1122], [0.8568, 2.6505, -1.1183], [1.8420, 1.6113, 0.1210], [0.4367, 2.6000, 0.7509], [-1.7550, 1.7750, 0.4539], [-1.3462, -1.2405, -1.5750], [-2.6310, -1.8962, -0.9139], [2.0154, -1.8578, -0.8870], [1.3098, -0.8233, 1.7093], [2.6582, -1.8437, 1.3695]], "lowdin_charge": [-0.057, -0.349, -0.020, -0.493, 0.108, 0.008, 0.057, -0.173, 0.106, 0.134, 0.047, 0.091, 0.117, 0.124, 0.082, 0.093, 0.055, 0.071], "e_tot_ev": -11847.5486, "lumo_ev": 0.7, "smiles": "CC(=C/C(N)=O)/N=C\\N", "homo_ev": -8.962, "relative_energy_kj_mol": 179.41, "total_charge": 0}



# 2
{"formula": "C16H26LuN2O6P", "method": "the ωB97M-V functional and the def2-TZVPD basis", "elements": ["C", "O", "C", "C", "C", "O", "O", "N", "C", "C", "C", "C", "N", "C", "C", "C", "C", "C", "C", "C", "C", "P", "O", "O", "O", "H", "H", "H", "H", "H", "H", "H", "H", "H", "H", "H", "H", "H", "H", "H", "H", "H", "H", "H", "H", "H", "H", "H", "H", "H", "H", "Lu"], "positions_angstrom": [[3.9169, -0.5932, 2.1276], [3.2718, -0.0329, 0.9206], [2.0286, 0.5833, 1.3957], [1.2168, 1.4587, 0.2303], [0.3957, 2.6194, 1.1155], [0.1160, 3.8496, 0.6319], [-0.0402, 2.3900, 2.5320], [0.2893, 0.4729, -0.4478], [0.9688, -0.3398, -1.5242], [0.2657, -1.8257, -1.7917], [0.1682, -2.7629, -0.4509], [1.2703, -4.0097, -0.5919], [1.2345, -4.8351, 0.6885], [-0.9424, 1.1223, -1.0355], [-2.2742, 0.8775, -0.0528], [-2.1485, 0.1993, 1.4713], [-3.5094, -0.0475, 2.4057], [-5.0341, 0.3330, 1.8771], [-5.1672, 0.9988, 0.3648], [-3.8037, 1.2491, -0.5352], [-3.9692, 1.8839, -2.0661], [2.3608, 2.4389, -0.9407], [3.5253, 1.6130, -1.6117], [1.5409, 3.3008, -2.2166], [3.1589, 3.6712, 0.0597], [3.0797, -1.1987, 2.7113], [4.7583, -1.3341, 1.7610], [4.3952, 0.2247, 2.8253], [1.2840, -0.2716, 1.7381], [2.2910, 1.2323, 2.3480], [0.8941, 0.2231, -2.5723], [2.1047, -0.5566, -1.3500], [-0.7434, -1.6783, -2.3688], [1.0006, -2.3686, -2.5603], [0.3622, -2.1281, 0.5168], [-0.8977, -3.2820, -0.4567], [2.3650, -3.6260, -0.7661], [0.9837, -4.7261, -1.4857], [0.2560, -4.9077, 1.0716], [1.8595, -4.3132, 1.3529], [-0.8143, 2.2385, -1.3625], [-1.2091, 0.5256, -2.0347], [-1.1026, -0.1446, 1.9322], [-3.4620, -0.5216, 3.4971], [-6.0199, 0.1694, 2.5090], [-6.2118, 1.2988, -0.0813], [-3.6231, 1.0903, -2.8631], [-5.1016, 2.1562, -2.1973], [-3.2980, 2.8430, -2.1733], [0.6859, 3.7220, -1.9111], [3.8360, 3.1147, 0.5833], [3.4882, -2.3964, -1.2195]], "lowdin_charge": [-0.111, -0.380, -0.157, -0.308, -0.300, 0.005, -0.026, -0.152, -0.239, -0.190, -0.168, -0.329, -0.011, -0.121, 0.019, 0.104, 0.011, 0.033, 0.099, -0.099, -0.083, 0.779, -0.368, -0.162, -0.181, 0.115, 0.086, 0.132, 0.127, 0.160, 0.162, -0.040, 0.129, 0.086, 0.106, 0.148, -0.198, 0.163, 0.107, 0.076, 0.137, 0.145, 0.098, 0.121, 0.127, 0.132, 0.097, 0.096, 0.100, 0.079, 0.103, 1.739], "e_tot_ev": -75149.9705, "lumo_ev": -11.2, "homo_ev": -13.217, "total_charge": 2}



# 3
{"formula": "C3H3O4S", "method": "the ωB97M-V functional and the def2-TZVPD basis", "elements": ["C", "C", "C", "O", "O", "O", "O", "S", "H", "H", "H"], "positions_angstrom": [[-0.6119, 0.3227, 0.2795], [-1.6987, 0.9960, 0.7003], [-0.1971, 0.5903, -1.1624], [2.4859, -1.0321, 1.7144], [-0.0965, -0.6716, 0.9614], [-2.5843, 1.7618, 1.0593], [1.3307, -2.7351, 0.3764], [1.6611, -1.3158, 0.5356], [0.5324, 1.5048, -1.3100], [0.1930, -0.3065, -1.3275], [-1.0146, 0.8856, -1.8271]], "lowdin_charge": [-0.491, -0.103, -0.059, -0.502, -0.274, 0.027, -0.500, 0.729, 0.115, -0.015, 0.073], "e_tot_ev": -22184.0123, "lumo_ev": 3.7, "homo_ev": -3.564, "relative_energy_kj_mol": 204.66, "total_charge": -1}



# 4
{"formula": "C2H5N2O4S2", "method": "the ωB97M-V functional and the def2-TZVPD basis", "elements": ["C", "C", "N", "N", "O", "O", "O", "O", "S", "S", "H", "H", "H", "H", "H"], "positions_angstrom": [[0.9252, -1.7279, -0.6143], [-1.5448, 2.1815, 0.9655], [1.5782, -0.8709, -1.2998], [1.5758, -2.9823, -0.3768], [-0.1264, -1.5247, 0.0479], [0.1036, 0.4078, 2.1373], [0.9391, 2.0408, -1.0200], [-1.0968, 0.8961, -1.6803], [-0.8299, 0.3118, 1.0326], [0.1420, 0.8338, -0.9337], [-1.7763, 2.4861, -0.0252], [-0.8098, 2.8320, 1.3421], [-2.4258, 2.2357, 1.6120], [2.4463, -3.3595, -0.9924], [0.8996, -3.7603, -0.1949]], "lowdin_charge": [-0.870, -0.241, 0.077, 0.042, -0.302, -0.538, -0.413, -0.438, 0.839, 0.617, -0.004, 0.006, 0.022, 0.128, 0.075], "e_tot_ev": -34993.7311, "lumo_ev": [3.2, 3.2], "homo_ev": [-4.759, -4.754], "relative_energy_kj_mol": 174.27, "total_charge": -1}